Record 1
ORCA calculation (the ωB97M-V functional and the def2-TZVPD basis) on C4H10N2O as an isolated structure in a non-equilibrium geometry.

Output
Net charge: 0
LUMO level: -3.63 eV
HOMO energy: -7.6 eV

Atoms and positions in Å:
1 C -1.571 -1.216 2.158
2 N -1.016 -2.120 1.435
3 C 0.008 0.016 -0.211
4 C 0.750 0.942 -1.079
5 C 0.769 2.254 -1.138
6 N 2.212 0.130 -2.882
7 O -1.457 0.033 2.119
8 H -2.149 -1.560 3.060
9 H -1.058 -3.066 1.788
10 H -0.911 0.612 0.018
11 H -0.186 -0.951 -0.648
12 H 0.449 -0.032 0.781
13 H 1.514 0.361 -1.964
14 H 1.468 2.790 -1.763
15 H -0.185 2.733 -0.932
16 H 1.849 0.371 -3.799
17 H 3.223 0.243 -2.914

Mulliken atomic charge list, values in e, 5 entries: 0.093, -0.572, -0.737, 0.324, -0.752

Record 2
ORCA calculation (the ωB97M-V functional and the def2-TZVPD basis) on one molecule with the formula C4H10N2O in a non-equilibrium geometry.

Output
Net charge: 0
LUMO level: 0.94 eV
HOMO energy: -8.7 eV

Atoms and positions in Å:
1 N 1.126 0.541 -2.774
2 C 1.598 1.193 -1.468
3 C 1.334 0.526 -0.090
4 N 0.034 0.153 0.155
5 C -0.335 -0.446 1.435
6 C -1.688 -1.270 1.258
7 O -2.653 -1.088 2.017
8 H 1.861 0.177 -3.220
9 H 0.746 1.186 -3.330
10 H 1.068 2.113 -1.377
11 H 2.613 1.414 -1.549
12 H 1.640 1.334 0.690
13 H 2.029 -0.367 0.121
14 H -0.611 0.775 -0.298
15 H 0.491 -1.233 1.753
16 H -0.432 0.331 2.280
17 H -1.762 -1.896 0.316

Mulliken atomic charge list, values in e, 5 entries: -0.545, -0.825, -0.419, -0.187, -0.405

Record 3
ORCA calculation (the ωB97M-V functional and the def2-TZVPD basis) on a 2-piece molecular cluster, C4H10N2O overall in a non-equilibrium geometry.

Output
Net charge: 0
LUMO level: 0.57 eV
HOMO energy: -8.3 eV

Atoms and positions in Å:
1 C -0.148 1.493 -1.049
2 C 1.271 1.693 -0.527
3 O -1.025 0.969 -0.070
4 H -0.942 1.514 0.734
5 H -0.538 2.456 -1.438
6 H -0.159 0.764 -1.868
7 H 1.281 2.433 0.273
8 H 1.918 2.039 -1.328
9 H 1.660 0.756 -0.135
10 C -1.136 -2.256 -0.279
11 N 0.118 -2.000 0.386
12 C 0.694 -0.649 2.131
13 N 0.096 -1.495 1.503
14 H 1.263 -0.743 3.031
15 H -0.925 -2.862 -1.158
16 H -1.603 -1.317 -0.580
17 H -1.825 -2.795 0.374

Mulliken atomic charge list, values in e, 5 entries: -0.240, -0.986, -0.464, 0.274, 0.276

Record 4
ORCA calculation (the ωB97M-V functional and the def2-TZVPD basis) on one molecule with the formula C4H10N2O in a non-equilibrium geometry.

Output
Net charge: 0
LUMO level: 0.35 eV
HOMO energy: -9.4 eV

Atoms and positions in Å:
1 N -2.213 1.588 -0.415
2 C -1.542 0.338 0.038
3 C -0.030 0.277 -0.367
4 C 0.832 -0.530 0.562
5 N 0.840 -1.985 0.144
6 C 2.274 0.210 0.554
7 O 3.296 -0.233 -0.027
8 H -1.852 2.184 -1.122
9 H -3.178 1.305 -0.717
10 H -2.002 -0.611 -0.350
11 H -1.697 0.291 1.123
12 H 0.352 1.296 -0.297
13 H 0.176 0.136 -1.446
14 H 0.547 -0.546 1.673
15 H 0.051 -2.092 -0.496
16 H 1.565 -2.348 -0.486
17 H 2.584 0.721 1.629

Mulliken atomic charge list, values in e, 5 entries: -0.591, -0.236, -1.202, 0.512, -0.668

Record 5
ORCA calculation (the ωB97M-V functional and the def2-TZVPD basis) on a 2-piece molecular cluster, C4H10N2O overall in a non-equilibrium geometry.

Output
Net charge: 0
LUMO level: 0.77 eV
HOMO energy: -8.6 eV

Atoms and positions in Å:
1 C -0.785 2.076 0.212
2 C -1.027 0.712 -0.359
3 N -1.831 -0.112 0.262
4 N -2.147 -1.194 -0.468
5 H -0.945 2.071 1.293
6 H -1.450 2.801 -0.262
7 H 0.247 2.367 -0.003
8 H -0.777 0.574 -1.427
9 H -2.855 -1.743 0.028
10 H -1.346 -1.834 -0.538
11 C 2.230 -0.739 -0.335
12 C 1.260 -0.850 0.804
13 O 0.622 -1.891 1.017
14 H 1.868 -1.331 -1.180
15 H 3.208 -1.104 -0.016
16 H 2.320 0.307 -0.640
17 H 1.407 -0.113 1.613

Mulliken atomic charge list, values in e, 5 entries: -0.950, -0.127, -0.268, -0.555, 0.306

Record 6
ORCA calculation (the ωB97M-V functional and the def2-TZVPD basis) on one molecule with the formula C4H10N2O in a non-equilibrium geometry.

Output
Net charge: 0
LUMO level: 0.99 eV
HOMO energy: -9.2 eV

Atoms and positions in Å:
1 C -1.448 -1.299 0.799
2 N -0.013 -0.815 1.128
3 C 0.350 0.543 0.584
4 C -0.611 1.747 0.897
5 C 0.584 0.181 -0.916
6 N 1.394 -0.976 -1.052
7 O 0.037 0.732 -1.781
8 H -2.191 -0.356 0.692
9 H -1.294 -1.670 -0.170
10 H -1.914 -1.907 1.562
11 H 0.042 -0.843 2.130
12 H 1.328 0.852 0.892
13 H -0.167 2.601 0.259
14 H -0.602 2.134 1.891
15 H -1.642 1.538 0.657
16 H 1.633 -0.998 -1.985
17 H 1.589 -1.701 -0.406

Mulliken atomic charge list, values in e, 5 entries: -0.765, -0.485, 0.246, -1.198, 0.245

Record 7
ORCA calculation (the ωB97M-V functional and the def2-TZVPD basis) on one molecule with the formula C4H10N2O in a non-equilibrium geometry.

Output
Net charge: 0
LUMO level: 0.83 eV
HOMO energy: -7.6 eV

Atoms and positions in Å:
1 C -1.482 1.272 0.585
2 C -0.826 0.048 -0.024
3 C -1.056 -1.214 0.778
4 N 0.759 0.401 0.038
5 O 1.391 0.147 1.117
6 C 1.269 0.077 -1.129
7 N 2.526 -0.440 -1.185
8 H -1.313 2.153 -0.034
9 H -2.562 1.116 0.681
10 H -1.051 1.453 1.573
11 H -1.137 -0.081 -1.063
12 H -2.124 -1.403 0.892
13 H -0.604 -1.089 1.763
14 H -0.593 -2.073 0.298
15 H 0.754 0.328 -2.046
16 H 3.101 -0.220 -1.982
17 H 2.947 -0.475 -0.262

Mulliken atomic charge list, values in e, 5 entries: -1.412, 0.357, -1.336, 0.370, -0.773

Record 8
ORCA calculation (the ωB97M-V functional and the def2-TZVPD basis) on one molecule with the formula C4H10N2O in a non-equilibrium geometry.

Output
Net charge: 0
LUMO level: 0.78 eV
HOMO energy: -9.3 eV

Atoms and positions in Å:
1 C 0.431 0.435 -1.382
2 C -0.344 -0.267 -0.279
3 C -0.518 0.705 0.907
4 N -1.412 1.797 0.475
5 N 0.271 -1.539 0.123
6 C 1.571 -1.621 0.530
7 O 2.187 -0.766 1.123
8 H -0.015 1.412 -1.571
9 H 1.476 0.598 -1.130
10 H 0.381 -0.092 -2.338
11 H -1.344 -0.574 -0.601
12 H 0.463 1.091 1.164
13 H -1.044 0.154 1.691
14 H -2.122 1.443 -0.152
15 H -1.818 2.248 1.281
16 H -0.151 -2.393 -0.196
17 H 1.989 -2.630 0.354

Mulliken atomic charge list, values in e, 5 entries: -1.337, -0.068, -0.468, -0.585, -0.172

Record 9
ORCA calculation (the ωB97M-V functional and the def2-TZVPD basis) on one molecule with the formula C4H10N2O in a non-equilibrium geometry.

Output
Net charge: 0
LUMO level: 1.03 eV
HOMO energy: -8.0 eV

Atoms and positions in Å:
1 C -2.697 0.686 -0.007
2 O -2.369 -0.705 0.004
3 C -1.059 -0.937 -0.227
4 N -0.291 0.074 -0.329
5 N 1.010 -0.032 -0.488
6 C 1.661 1.141 -0.030
7 C 1.622 -1.153 0.115
8 H -2.220 1.259 0.885
9 H -2.293 1.093 -0.927
10 H -3.789 0.666 0.080
11 H -0.706 -2.047 -0.363
12 H 2.626 1.237 -0.514
13 H 1.001 2.112 -0.111
14 H 1.959 1.042 1.128
15 H 1.106 -2.148 -0.140
16 H 2.681 -1.139 -0.416
17 H 1.759 -1.151 1.339

Mulliken atomic charge list, values in e, 5 entries: -0.633, -0.350, 0.291, -0.262, -0.031

Record 10
ORCA calculation (the ωB97M-V functional and the def2-TZVPD basis) on a 2-piece molecular cluster, C4H10N2O overall in a non-equilibrium geometry.

Output
Net charge: 0
LUMO level (spin up / spin down): 0.69 / 0.69 eV
HOMO energy (spin up / spin down): -7.0 / -7.0 eV

Atoms and positions in Å:
1 C -0.884 -0.322 -1.500
2 C -1.096 -0.184 -0.149
3 N -2.342 0.341 0.294
4 N -0.692 -1.200 0.751
5 H -1.643 -0.638 -2.197
6 H -0.185 0.207 -2.121
7 H -2.937 -0.359 0.718
8 H -2.890 0.789 -0.427
9 H 0.310 -1.331 0.694
10 H -0.870 -0.938 1.714
11 C 1.665 0.937 1.072
12 C 1.637 0.624 -0.236
13 O 2.286 -0.519 -0.753
14 H 1.204 1.856 1.389
15 H 2.035 0.264 1.833
16 H 1.557 1.352 -1.033
17 H 2.847 -0.880 -0.048

Mulliken atomic charge list, values in e, 5 entries: -1.103, 0.750, -0.557, -0.539, 0.307

Record 11
ORCA calculation (the ωB97M-V functional and the def2-TZVPD basis) on one molecule with the formula C4H10N2O in a non-equilibrium geometry.

Output
Net charge: 0
LUMO level: 0.76 eV
HOMO energy: -6.5 eV

Atoms and positions in Å:
1 C -1.434 0.062 1.271
2 C -0.547 -0.315 0.104
3 C -0.638 -1.768 -0.303
4 C 0.637 0.362 -0.138
5 N 1.842 -0.161 -0.543
6 N 0.453 1.713 -0.239
7 O 1.473 2.499 -0.884
8 H -1.694 1.122 1.265
9 H -2.392 -0.454 1.213
10 H -0.982 -0.168 2.242
11 H -1.610 -2.194 -0.058
12 H -0.480 -1.898 -1.375
13 H 0.094 -2.389 0.226
14 H 2.042 -1.090 -0.210
15 H 2.625 0.476 -0.499
16 H -0.647 1.710 -0.245
17 H 1.259 2.496 -1.829

Mulliken atomic charge list, values in e, 5 entries: -1.252, 0.276, -1.545, 0.539, -0.464

Record 12
ORCA calculation (the ωB97M-V functional and the def2-TZVPD basis) on a 2-piece molecular cluster, C4H10N2O overall in a non-equilibrium geometry.

Output
Net charge: 0
LUMO level: 0.79 eV
HOMO energy: -9.4 eV

Atoms and positions in Å:
1 H -0.856 -2.634 0.410
2 N -1.577 -1.926 0.297
3 C -1.210 -0.744 0.527
4 C -2.192 0.387 0.501
5 N 0.104 -0.390 1.019
6 H -2.345 0.792 1.500
7 H -1.823 1.168 -0.156
8 H -3.136 0.023 0.109
9 H 0.645 -1.121 1.467
10 H 0.180 0.506 1.484
11 C 2.267 0.878 -0.809
12 C 1.006 0.146 -1.169
13 O -0.021 0.696 -1.566
14 H 2.763 0.363 0.012
15 H 2.941 0.851 -1.665
16 H 2.064 1.912 -0.535
17 H 1.190 -0.908 -1.427

Mulliken atomic charge list, values in e, 5 entries: 0.210, -0.713, 0.787, -1.139, -0.528

Record 13
ORCA calculation (the ωB97M-V functional and the def2-TZVPD basis) on one molecule with the formula C4H10N2O in a non-equilibrium geometry.

Output
Net charge: 0
LUMO level: 0.92 eV
HOMO energy: -9.2 eV

Atoms and positions in Å:
1 C 1.216 -1.708 0.355
2 N 0.496 -0.556 -0.205
3 C 0.469 -0.393 -1.683
4 C -0.494 -0.131 0.540
5 O -1.084 -0.837 1.373
6 C -1.004 1.220 0.136
7 N 0.142 2.215 -0.216
8 H 1.309 -1.663 1.490
9 H 0.700 -2.651 0.101
10 H 2.223 -1.490 -0.068
11 H 0.465 0.683 -1.984
12 H -0.481 -0.825 -2.112
13 H 1.286 -1.069 -2.031
14 H -1.647 1.204 -0.755
15 H -1.534 1.645 0.978
16 H 0.895 2.111 0.440
17 H -0.127 3.216 -0.185

Mulliken atomic charge list, values in e, 5 entries: -0.985, 0.164, -0.907, 0.648, -0.658

Record 14
ORCA calculation (the ωB97M-V functional and the def2-TZVPD basis) on one molecule with the formula C4H10N2O in a non-equilibrium geometry.

Output
Net charge: 0
LUMO level: 0.85 eV
HOMO energy: -9.0 eV

Atoms and positions in Å:
1 C 2.210 -0.201 0.534
2 C 1.337 -0.422 -0.695
3 N 0.066 -0.944 -0.246
4 C -0.966 -0.210 -0.134
5 C -2.268 -0.931 0.220
6 N -1.149 1.184 -0.280
7 O -0.067 1.968 0.133
8 H 3.203 0.162 0.267
9 H 2.344 -1.101 1.111
10 H 1.730 0.516 1.210
11 H 1.277 0.460 -1.327
12 H 1.823 -1.227 -1.269
13 H -2.105 -1.987 0.163
14 H -3.063 -0.636 -0.482
15 H -2.620 -0.710 1.216
16 H -1.940 1.585 0.241
17 H 0.187 2.493 -0.661

Mulliken atomic charge list, values in e, 5 entries: -1.051, -0.365, -0.497, 0.671, -1.221

| no. | electronic energy (eV) |
| --- | --- |
| 1 | -9330.0392 |
| 2 | -9335.7418 |
| 3 | -9333.6165 |
| 4 | -9335.4675 |
| 5 | -9335.7830 |
| 6 | -9336.8964 |
| 7 | -9335.5969 |
| 8 | -9337.8310 |
| 9 | -9334.6316 |
| 10 | -9333.7914 |
| 11 | -9334.1760 |
| 12 | -9337.1290 |
| 13 | -9336.9307 |
| 14 | -9335.8569 |